1.
51
Properties=species:S:1:pos:R:3:forces:R:3 method="wB97M-V/def2-TZVPD" energy_ha=-1299.3718 gap_ev=10.0 e_above_lowest_kj_mol=415.3
O -2.622 -0.248 3.329 0.389 0.057 0.685
H -2.871 0.213 4.140 -0.432 0.061 -0.183
H -1.766 -0.597 3.613 0.085 -0.112 -0.490
O -0.639 -4.007 2.909 -0.662 -0.171 -0.198
H -1.370 -3.899 2.287 -0.067 0.215 0.167
H -0.028 -4.551 2.412 0.382 -0.257 -0.016
O -3.743 3.980 -0.959 0.120 0.686 -1.644
H -3.464 3.070 -0.858 -0.224 -0.122 0.962
H -3.996 4.493 -0.196 0.116 -0.761 0.624
O -2.832 0.426 -0.967 0.493 -0.037 0.220
H -1.903 0.630 -0.778 -0.182 -0.019 -0.071
H -2.743 -0.359 -1.523 -0.453 0.058 -0.158
O 3.810 2.592 1.078 -0.347 -0.269 -0.562
H 2.871 2.708 0.878 -0.094 0.160 0.417
H 4.162 2.511 0.183 0.340 0.014 0.117
O 2.168 -0.348 1.518 0.824 0.346 -0.697
H 2.403 -0.744 0.667 -0.305 -0.501 -0.064
H 2.853 0.340 1.500 -0.207 0.276 0.662
O 0.009 0.475 -0.301 -0.244 0.186 -0.210
H -0.180 -0.324 0.196 0.036 -0.267 0.279
H -0.277 1.160 0.319 0.360 0.086 0.167
O 1.771 -2.807 2.975 -1.075 -0.458 -0.055
H 1.354 -2.646 2.118 0.667 0.445 -0.230
H 0.930 -3.071 3.401 0.787 0.148 0.451
O 0.084 1.296 2.796 -0.268 -1.210 -0.035
H 0.796 1.787 2.387 -0.150 0.626 0.235
H -0.569 1.847 3.226 0.234 0.550 -0.228
O 1.319 3.518 -2.163 -0.133 -0.366 1.028
H 1.086 4.439 -2.280 0.168 -0.004 -0.597
H 1.769 3.152 -2.923 -0.035 0.397 -0.344
O 4.526 -1.768 0.195 0.108 0.148 -0.018
H 4.727 -0.858 0.426 0.326 0.182 -0.110
H 3.948 -2.014 0.918 -0.147 -0.458 0.307
O -2.750 -2.761 -2.186 0.677 -0.022 0.212
H -1.797 -2.794 -2.353 -0.101 0.074 -0.617
H -2.723 -3.053 -1.274 -0.674 0.448 0.267
O -1.183 -4.472 -0.356 0.313 0.240 0.297
H -1.043 -5.313 0.088 -0.109 -0.123 -0.139
H -2.115 -4.434 -0.578 -0.113 -0.587 0.003
O -0.012 -1.066 -4.291 -2.108 -0.092 -0.835
H 0.110 -1.180 -3.355 1.379 0.235 0.109
H 0.709 -0.918 -4.894 0.809 -0.064 0.805
O 2.208 -0.841 -1.597 -1.580 -2.577 0.040
H 1.767 -0.272 -0.973 0.519 1.584 -0.617
H 2.924 -0.851 -2.212 0.574 1.294 0.388
O 0.870 3.954 1.600 0.105 -0.505 -0.040
H 1.104 4.399 0.782 -0.135 0.252 0.039
H 0.529 4.603 2.219 0.088 0.187 -0.144
O -3.699 1.320 -3.680 -0.367 -0.290 -0.297
H -2.845 1.039 -4.020 0.090 0.201 0.075
H -3.637 2.246 -3.442 0.222 0.111 0.043

2.
60
Properties=species:S:1:pos:R:3:forces:R:3 method="wB97M-V/def2-TZVPD" energy_ha=-1792.7970 gap_ev=6.8 e_above_lowest_kj_mol=0.0
Pd -1.023 0.653 -0.366 -0.026 -0.036 -0.026
C 2.801 4.168 1.664 0.010 -0.009 -0.023
N 1.437 3.908 1.240 -0.014 -0.018 0.047
C 0.390 4.552 2.015 -0.006 0.004 0.038
C 1.111 2.816 0.512 -0.109 -0.056 0.031
O -0.061 2.497 0.338 -0.042 -0.019 -0.085
C 2.251 2.061 -0.164 -0.103 -0.151 0.002
O 1.818 0.816 -0.644 0.028 0.082 -0.020
C 1.982 -0.327 0.160 0.046 -0.096 0.021
C 1.431 -0.247 1.585 -0.133 0.164 -0.115
O 1.463 0.798 2.225 0.168 0.096 -0.049
N 0.988 -1.410 2.115 0.020 -0.108 0.059
C 0.523 -1.441 3.493 0.067 0.021 -0.058
C 0.958 -2.663 1.374 -0.059 -0.048 -0.023
H 2.839 5.165 2.099 0.004 -0.008 0.006
H 3.133 3.444 2.414 0.022 0.014 0.013
H 3.490 4.157 0.821 -0.001 -0.023 -0.007
H 0.589 5.621 2.074 0.002 -0.001 -0.004
H -0.567 4.387 1.531 0.000 0.002 -0.012
H 0.349 4.139 3.028 -0.012 0.003 -0.011
H 2.552 2.643 -1.042 0.029 -0.007 0.028
H 3.108 1.964 0.501 0.021 -0.034 0.072
H 1.486 -1.115 -0.400 0.026 0.045 0.014
H 3.048 -0.594 0.250 0.008 0.071 0.002
H 0.519 -0.429 3.885 0.011 0.020 0.000
H -0.491 -1.842 3.541 0.014 -0.046 0.011
H 1.182 -2.065 4.102 -0.025 0.004 0.017
H 1.925 -2.893 0.924 0.013 -0.006 0.026
H 0.723 -3.463 2.073 -0.002 -0.005 0.009
H 0.195 -2.662 0.593 -0.053 0.053 0.011
O -2.308 -1.128 -0.689 0.170 -0.005 -0.118
S -3.273 -0.570 0.332 -0.049 0.066 0.211
C -2.492 -0.834 1.961 -0.061 0.012 -0.043
C -2.988 0.152 2.973 0.004 -0.006 0.043
C -3.862 -0.236 3.983 0.000 0.001 -0.018
C -4.301 0.681 4.929 -0.005 0.012 -0.003
C -3.871 1.998 4.865 -0.010 -0.003 -0.018
C -3.004 2.394 3.854 -0.012 -0.005 -0.005
C -2.563 1.479 2.912 0.039 -0.003 0.015
C -4.565 -1.889 0.476 -0.033 0.011 -0.019
C -4.055 -3.261 0.775 -0.007 0.019 0.001
C -4.308 -3.855 2.011 0.012 -0.005 -0.007
C -3.800 -5.109 2.315 -0.004 -0.001 0.001
C -3.026 -5.786 1.384 0.004 -0.004 0.004
C -2.773 -5.206 0.149 0.005 0.008 -0.003
C -3.285 -3.954 -0.158 0.010 -0.005 0.014
H -1.440 -0.657 1.724 0.016 -0.001 -0.035
H -2.641 -1.869 2.268 0.019 0.004 0.011
H -4.188 -1.270 4.038 0.004 0.005 0.009
H -4.976 0.366 5.714 0.003 0.001 0.000
H -4.211 2.715 5.602 0.002 0.001 0.000
H -2.665 3.421 3.802 -0.003 0.004 0.007
H -1.875 1.775 2.124 -0.012 0.000 0.005
H -5.071 -1.839 -0.489 0.004 -0.005 -0.003
H -5.256 -1.529 1.243 0.002 -0.003 -0.010
H -4.918 -3.329 2.738 0.002 -0.003 0.000
H -4.013 -5.558 3.277 0.002 0.002 -0.002
H -2.628 -6.766 1.617 -0.001 0.000 0.001
H -2.173 -5.731 -0.583 -0.001 -0.005 -0.003
H -3.075 -3.497 -1.115 -0.004 0.003 -0.008

3.
9
Properties=species:S:1:pos:R:3:forces:R:3 method="wB97M-V/def2-TZVPD" energy_ha=-681.3491 gap_ev=9.3 e_above_lowest_kj_mol=289.4
C 1.582 -0.448 -0.175 -0.576 -0.041 -0.126
C -1.649 0.049 0.227 -0.122 -0.459 0.838
H 0.999 -1.371 -0.434 0.807 0.155 0.066
H 0.813 1.536 -0.078 -0.029 -0.213 -0.172
H -1.280 0.051 1.282 -0.153 0.185 -0.905
N 0.582 0.550 0.004 0.958 -0.419 -0.039
O 2.779 -0.346 -0.022 -1.735 0.290 -0.075
O -0.631 0.242 -0.672 -0.170 0.203 0.621
S -3.194 -0.263 -0.132 1.020 0.300 -0.209